DFT (wB97M-V/def2-TZVPD) results for C5H13N2 as an isolated structure.

Results
- Frontier orbital gap: 11.54 eV
- Relative energy (zero: lowest compared OMol25 entry of this formula, charge and spin): 315.7 kJ/mol
- Highest occupied orbital energy: -14.3 eV
- Maximum force: 5.41 eV/Å
- LUMO energy: -2.764 eV
- Charge: +1

Structure (XYZ):
```
20
Properties=species:S:1:pos:R:3:forces:R:3
C 0.2831 0.4471 1.2675 -1.8 2.4 -1.4
C 0.9535 0.6861 -0.1158 -0.9 2.6 -1.5
C -0.1148 -0.0198 -0.9803 1.6 -4.9 1.8
C 2.3422 0.2290 -0.3526 1.6 3.4 -1.1
C -1.7909 -1.0370 1.1941 -0.1 0.3 0.8
N -0.7174 0.1976 -2.1423 0.3 2.7 0.8
N -1.0535 0.1404 0.6736 0.1 -3.5 -0.9
H 0.6990 -0.4452 1.6659 0.1 -0.6 0.9
H 0.0325 1.3036 1.9761 1.6 -1.1 -0.7
H 0.9099 1.7039 -0.4922 -0.1 0.8 0.8
H 0.2998 -1.1139 -0.9559 -1.7 1.4 0.2
H 2.4007 -0.7661 -0.4011 0.5 -4.2 0.6
H 3.0161 0.6944 0.3579 0.0 -0.4 0.6
H 2.8690 0.5184 -1.3045 -1.2 0.2 0.4
H -1.3542 -1.6573 1.9589 1.1 0.2 0.1
H -2.6876 -0.7238 1.6687 -0.9 0.6 0.4
H -2.1012 -1.6882 0.4373 -0.2 -0.9 -1.5
H -1.2177 -0.4226 -2.7326 0.0 -1.1 0.0
H -0.9771 1.1536 -2.2956 -0.1 0.5 -0.5
H -1.7914 0.7998 0.5728 0.3 1.6 0.1
```
Positions in Å, forces in eV/Å.

Results of the Mulliken charge analysis, in e, for atoms 1 through 2:
1 C -0.66
2 C 0.49